Molecular formula: C20H31N3O2
Method: DFT, ωB97M-V/def2-TZVPD

Values from the calculation:
* total charge: 0
* electronic energy: -1095.48601 hartree
* SMILES string: CCCCCC(=O)Nc1ccc(N2CCN(C(=O)CCC)CC2)cc1
* highest occupied orbital energy: -7.4162 eV
* energy above the lowest of the compared OMol25 structures with the same formula, charge and spin: 29.6 kcal per mole

Geometry as XYZ:
```
56
Properties=species:S:1:pos:R:3:forces:R:3
O 4.0808 -0.1217 -2.0674 -0.2 -0.2 -0.2
O -5.5894 0.2223 1.8758 -0.3 0.0 0.3
N -3.8487 0.2955 0.4641 0.4 0.1 0.1
N -1.7927 2.1842 -0.1291 -0.3 0.3 -0.1
N 3.7453 1.3038 -0.3202 0.1 0.3 0.3
C 1.8045 2.3300 0.6429 0.0 -0.1 -0.1
C -5.1544 0.0653 0.7492 -0.3 0.0 -0.2
C 0.4449 2.5408 0.7027 0.0 -0.1 0.0
C -2.6844 1.6865 -1.1502 0.0 -0.3 -0.1
C -0.4298 1.9045 -0.1861 0.3 0.0 -0.1
C -6.7103 -2.4833 -1.7072 0.2 0.0 0.2
C 6.3055 0.0660 0.6595 0.1 -0.2 -0.1
C 4.5062 0.5169 -1.1284 0.5 0.2 0.0
C 0.1402 1.0690 -1.1506 -0.3 0.1 0.2
C 4.5484 -1.7692 1.0046 0.2 -0.2 0.0
C 6.0311 -1.4205 0.8918 -0.2 0.3 0.1
C -6.0418 -0.4492 -0.3692 0.0 -0.1 0.2
C 2.3573 1.4851 -0.3168 -0.4 0.0 -0.1
C -2.4667 2.1950 1.1544 -0.1 -0.3 0.3
C -3.2008 0.2717 -0.8264 0.1 0.2 -0.3
C 5.9822 0.5445 -0.7606 0.0 -0.1 0.1
C -2.9722 0.7895 1.5084 0.0 0.3 0.4
C -5.8044 -1.9442 -0.6070 -0.1 0.1 -0.2
C 1.5043 0.8645 -1.2203 0.3 0.0 0.0
C 4.3504 -3.2329 1.3807 -0.1 0.2 -0.1
H -0.4761 0.5533 -1.8695 -0.1 0.0 0.0
H -3.5400 0.8037 2.4395 0.1 0.0 -0.1
H -5.8975 0.1164 -1.2908 0.0 0.0 0.0
H -6.0003 -2.4797 0.3237 0.1 0.0 0.0
H 1.9119 0.2128 -1.9744 0.0 0.0 0.0
H 2.4507 2.8372 1.3469 0.1 0.1 0.1
H -2.1907 1.7087 -2.1211 0.0 0.0 0.0
H 3.2913 -3.4678 1.4543 -0.1 -0.1 0.0
H -3.8802 -0.0626 -1.6062 0.0 -0.1 0.0
H -2.1170 0.1100 1.6083 0.0 0.0 0.0
H 6.5056 -0.0838 -1.4828 -0.1 0.1 0.0
H -3.5433 2.3671 -1.1896 0.0 -0.1 -0.1
H 4.8186 -3.4508 2.3388 0.0 -0.1 0.1
H -3.3187 2.8799 1.0897 0.0 0.0 0.1
H -7.7557 -2.3378 -1.4456 -0.1 0.0 0.0
H -6.5186 -1.9716 -2.6485 0.0 0.0 -0.1
H 7.3686 0.2520 0.8335 -0.1 0.1 0.0
H 6.4754 -1.9995 0.0798 0.1 -0.1 0.0
H -6.5378 -3.5468 -1.8540 0.0 -0.1 -0.1
H -4.7603 -2.1203 -0.8750 0.0 0.0 0.1
H -2.3535 -0.4237 -0.7766 -0.1 0.0 -0.1
H 6.3395 1.5711 -0.8831 0.0 0.0 -0.1
H -1.7984 2.5444 1.9379 -0.1 0.0 0.0
H 4.0818 -1.1352 1.7637 0.0 0.1 0.0
H 4.2303 1.8131 0.4051 0.0 -0.2 -0.2
H 4.0486 -1.5788 0.0554 -0.1 0.0 0.0
H -7.0722 -0.3033 -0.0408 0.1 0.1 0.0
H 4.7934 -3.8810 0.6280 0.0 -0.1 -0.1
H 6.5278 -1.7186 1.8193 0.0 -0.1 0.0
H 5.7506 0.6502 1.3986 0.1 0.1 0.1
H 0.0612 3.2277 1.4408 0.0 0.1 0.0
```
Forces are in eV/Å.

The molecule's natural (NBO) atomic charges, reported in e, are given here: O -0.617; O -0.637; N -0.448; N -0.435; N -0.604; C -0.212; C 0.691; C -0.244; C -0.222; C 0.146; C -0.601; C -0.381; C 0.690; C -0.217; C -0.402; C -0.396; C -0.493; C 0.113; C -0.215; C -0.231; C -0.500; C -0.246; C -0.385; C -0.231; C -0.597; H 0.201; H 0.255; H 0.204; H 0.212; H 0.255; H 0.203; H 0.214; H 0.210; H 0.215; H 0.192; H 0.233; H 0.200; H 0.198; H 0.200; H 0.205; H 0.199; H 0.212; H 0.199; H 0.212; H 0.194; H 0.198; H 0.222; H 0.212; H 0.190; H 0.394; H 0.211; H 0.235; H 0.202; H 0.200; H 0.185; H 0.213


Molecular formula: C7H16N3O
Method: DFT, ωB97M-V/def2-TZVPD

Values from the calculation:
* total charge: +1
* electronic energy: -515.35197 hartree
* 2S+1: 3
* highest occupied orbital energy (alpha / beta): -10.7849 / -13.8775 eV
* energy above the lowest of the compared OMol25 structures with the same formula, charge and spin: 0.0 kcal per mole

Geometry as XYZ:
```
27
Properties=species:S:1:pos:R:3:forces:R:3
O 0.1041 -0.4172 -1.0844 -0.6 -0.9 0.0
N -0.9720 0.9022 0.3657 0.5 -0.6 -2.2
N 1.0653 -2.1737 0.1325 4.1 1.4 -2.5
N -0.0733 -1.2255 0.9865 -3.9 3.7 4.2
C 0.5455 -1.7825 -1.1130 0.9 -1.9 -2.3
C 2.8950 -1.9786 1.8570 -3.2 0.7 -0.9
C -2.5065 1.2788 -1.5671 0.0 -1.6 1.0
C -1.3903 1.7929 -0.6735 -0.2 3.2 -0.2
C 2.5180 -1.8302 0.3221 -0.5 -4.6 2.0
C -1.7109 3.1660 0.0967 1.9 0.7 -1.9
C -0.3592 -0.2213 0.1352 0.4 -1.8 2.4
H 2.9025 -2.6123 -0.3353 1.2 0.1 0.2
H 2.3759 -1.1044 2.2687 1.3 0.7 0.3
H -0.6875 3.7171 0.1546 -1.6 -1.2 1.1
H -2.1939 3.9551 -0.5202 -0.4 -1.1 0.1
H 3.9289 -2.1075 2.0755 0.6 0.2 0.2
H 2.2289 -2.6700 2.4290 1.0 -0.6 -1.1
H -2.9908 2.1845 -1.9394 -0.1 -0.8 -0.7
H -3.2170 0.6096 -1.0100 0.2 1.2 0.0
H -2.0911 0.5054 -2.2477 -0.3 1.2 -0.5
H 2.7948 -0.8968 -0.1059 -0.5 1.1 -0.4
H -0.2666 -2.5189 -1.3495 0.3 0.9 -0.1
H 1.3406 -1.7924 -1.8940 -0.7 -0.2 0.3
H -1.1707 1.2267 1.2392 -0.5 0.3 3.0
H -0.5202 2.1077 -1.2685 -0.2 -0.6 -0.2
H -0.2596 -1.1234 2.0411 0.0 0.1 -2.1
H -2.2899 3.0090 1.0047 0.3 0.2 0.2
```
Forces are in eV/Å.

The molecule's natural (NBO) atomic charges, reported in e, are given here: O -0.439; N -0.550; N 0.069; N -0.644; C -0.012; C -0.630; C -0.636; C -0.056; C -0.276; C -0.640; C 0.750; H 0.226; H 0.214; H 0.234; H 0.246; H 0.252; H 0.235; H 0.247; H 0.220; H 0.226; H 0.246; H 0.241; H 0.218; H 0.421; H 0.210; H 0.415; H 0.215


Molecular formula: C39H44F2N7O3S2SbSe4Ti
Method: DFT, ωB97M-V/def2-TZVPD

Values from the calculation:
* total charge: -2
* electronic energy: -13813.28176 hartree
* highest occupied orbital energy: -0.7467 eV
* energy above the lowest of the compared OMol25 structures with the same formula, charge and spin: 107.1 kcal per mole

Geometry as XYZ:
```
103
Properties=species:S:1:pos:R:3:forces:R:3
Sb 1.2057 3.4142 2.6863 2.1 2.4 2.2
Se -0.0706 1.7489 1.3182 0.8 1.3 0.1
Se 0.0545 4.1421 4.7313 -0.5 -0.4 -0.4
Se 1.6933 5.3441 1.2615 -0.4 -0.4 -0.5
Se 3.4344 2.8040 3.6011 -0.3 -0.7 -0.5
Ti -0.6850 -0.1862 0.5240 2.8 -1.3 1.7
S 0.2911 -2.4369 -2.4462 0.0 -0.3 -0.2
S -2.7950 1.6275 -0.0659 -1.5 1.2 0.5
F -1.9530 -1.3127 0.9634 -1.4 -1.1 0.2
F -1.2954 -0.2351 3.1379 0.7 0.2 0.2
O -2.8219 1.1872 1.3138 -0.4 -0.2 -0.7
O -0.5799 -7.1507 -3.2047 -0.1 -0.3 -0.3
O -2.4099 2.9758 -0.3650 -0.2 -0.2 -0.4
N -0.1646 -4.9385 -3.1338 0.2 -0.6 -0.3
N 0.2529 0.4836 -1.5211 -0.9 -0.4 -0.4
N -8.5412 1.0887 -1.5006 0.0 -0.1 -0.1
N 0.7844 -1.2580 1.5310 0.4 -0.3 -0.8
N -1.8902 0.5519 -0.8578 -0.7 0.3 -1.0
N -1.3497 1.6229 -2.8788 0.1 0.0 -0.1
N 2.0677 -4.2630 -3.1722 -0.6 -0.3 -0.4
C 0.9013 -5.2182 -5.8621 -0.3 -0.1 0.4
C -6.6109 0.3938 -0.2153 0.0 0.1 -0.1
C -6.3824 2.1372 -1.8592 -0.1 0.0 0.0
C 1.1562 -3.6285 1.1536 0.1 -0.2 0.0
C 2.9189 -2.1107 0.4169 -0.2 -0.1 0.0
C -0.0286 -6.2088 -3.7253 -0.5 0.7 1.0
C 0.6886 -6.3077 -5.0072 0.6 -0.2 -1.1
C 2.3702 -0.7293 4.8696 0.0 0.0 0.2
C -7.1863 1.2199 -1.1825 0.1 0.0 0.0
C 4.4783 -3.8804 -3.2736 -0.1 -0.2 -0.2
C 3.6015 -3.2320 -0.0671 -0.1 -0.1 0.0
C 2.0205 -6.6437 -7.4465 -0.2 0.0 0.2
C 1.4425 0.0959 5.4825 0.0 -0.2 0.0
C 1.9079 -4.6989 0.6769 -0.1 -0.1 0.0
C 1.7849 -7.7364 -6.6210 0.2 0.0 -0.3
C 3.1239 -4.5167 0.0566 0.0 0.0 -0.1
C 3.1052 0.4936 0.2773 -0.2 -0.1 -0.1
C 0.7727 -3.9412 -2.9583 0.3 0.9 0.2
C 1.1675 0.6540 -2.4704 0.2 0.0 0.3
C -0.6488 -3.3344 3.0329 -0.1 -0.1 0.0
C 4.8007 -5.0433 -4.2135 0.0 0.1 0.1
C -0.0076 -0.2778 3.6340 -0.1 -0.3 -0.1
C 0.2094 0.2749 4.8720 0.0 0.0 0.0
C -0.3978 1.8372 -3.7766 -0.2 -0.1 0.2
C 0.8866 1.3365 -3.6342 0.1 0.1 -0.2
C -0.9889 0.9294 -1.8001 -0.1 0.6 -1.0
C 3.7776 -0.8563 0.2114 -0.1 0.2 0.1
C -5.0344 2.2408 -1.5614 0.1 0.1 0.0
C -5.2656 0.5018 0.0832 0.0 0.0 0.0
C 4.9831 -0.8406 1.1709 0.0 -0.1 -0.1
C -1.2638 -4.1434 0.7202 0.1 0.0 -0.1
C 1.5603 -5.3896 -7.0630 0.2 0.0 -0.3
C 1.6342 -2.2983 1.0090 -0.1 -0.1 0.3
C 0.9783 -0.9541 2.8809 0.2 0.5 0.3
C 2.1420 -1.2541 3.6090 -0.1 0.1 -0.4
C 3.0925 -3.2929 -3.5010 0.2 0.1 0.2
C -4.4806 1.4284 -0.5878 0.2 -0.2 -0.1
C -0.1633 -4.0734 1.7868 -0.2 0.2 0.0
C 1.1222 -7.5719 -5.4218 -0.1 0.2 0.5
H 4.7034 -0.4071 2.1305 -0.1 0.0 0.1
H 4.5500 -4.2049 -2.2356 0.1 0.0 -0.1
H -7.2301 -0.3196 0.3168 0.0 0.0 0.0
H -1.0402 -2.3514 2.7968 0.0 -0.2 0.0
H 2.7612 0.6843 1.2855 -0.1 0.2 0.2
H 4.5572 -3.0702 -0.5574 0.0 0.1 0.2
H -4.4054 2.9710 -2.0548 0.0 0.0 0.0
H 2.5426 -6.7693 -8.3857 0.0 0.0 0.0
H 1.7133 -4.5388 -7.7147 0.0 0.0 0.0
H 0.9304 -8.4091 -4.7633 0.0 0.0 0.0
H -8.9584 1.8957 -1.9326 0.0 0.0 0.1
H -0.5724 0.8615 5.3331 0.0 0.1 -0.1
H 1.5240 -5.7050 0.8151 0.0 0.0 0.0
H -0.9704 -4.8393 -0.0717 0.0 -0.1 0.0
H 2.9351 -2.4229 -2.8660 0.0 0.0 0.0
H 3.3154 -0.9349 5.3572 0.0 0.0 0.0
H 2.2349 -5.1949 -3.5111 0.1 -0.1 0.0
H -6.8242 2.7841 -2.6092 0.0 0.0 0.0
H 2.1540 0.2618 -2.2557 0.0 0.0 -0.1
H 5.8292 -5.3750 -4.0683 0.0 0.0 -0.1
H 2.2596 0.5414 -0.4006 0.0 0.1 0.4
H 0.0164 -5.1042 2.1115 0.1 0.0 0.0
H 4.6741 -4.7450 -5.2570 0.0 0.0 0.0
H -9.1073 0.7009 -0.7649 -0.1 0.1 0.0
H 5.3920 -1.8424 1.3294 0.0 0.1 0.0
H 5.7652 -0.1981 0.7621 0.0 0.0 0.0
H -1.4421 -3.1664 0.2753 0.0 -0.2 0.0
H 1.6565 0.5867 6.4205 0.0 0.0 0.0
H 5.2108 -3.0856 -3.4275 0.0 0.0 0.1
H 0.5239 -4.2390 -5.5942 0.0 0.0 0.1
H 2.1219 -8.7207 -6.9207 0.0 0.0 0.0
H -0.6988 2.4166 -4.6429 0.1 0.0 -0.1
H 0.1533 -3.2341 3.7650 -0.1 0.0 0.0
H -4.8161 -0.1002 0.8617 0.0 0.0 0.0
H -1.4613 -3.9089 3.4894 0.0 -0.1 0.0
H 4.1762 -0.9614 -0.8082 0.0 -0.1 0.0
H -1.0016 -4.8216 -2.5802 0.1 0.0 0.2
H 3.6893 -5.3677 -0.3093 0.0 0.0 0.0
H -2.2010 -4.4893 1.1648 0.0 0.0 0.0
H 4.1560 -5.9076 -4.0326 0.0 0.0 0.0
H 3.8079 1.2839 0.0104 0.0 0.0 0.1
H 1.6455 1.4911 -4.3868 0.0 0.0 0.0
H 2.8950 -1.8777 3.1482 0.1 0.0 -0.1
H 2.9907 -2.9755 -4.5496 -0.1 0.0 0.1
```
Forces are in eV/Å.

Results of the Mulliken charge analysis, in e, for atoms 1 through 99: Sb 0.790; Se 0.453; Se -0.740; Se -0.756; Se -0.729; Ti -0.786; S -0.099; S 1.479; F -0.504; F -0.236; O -0.732; O -0.619; O -0.721; N 0.254; N 0.438; N -0.585; N 3.344; N 0.875; N -0.482; N 0.553; C 0.304; C -0.779; C -0.861; C 0.847; C 0.836; C 0.109; C 0.014; C -0.797; C 1.125; C -0.324; C -0.328; C -0.386; C -0.739; C -0.480; C -0.520; C -1.227; C -0.217; C -0.907; C 0.548; C -1.988; C -1.365; C -0.335; C -0.890; C -0.530; C -0.989; C 0.029; C 0.793; C -0.251; C -0.430; C -1.741; C -0.937; C -0.724; C -2.243; C 0.794; C -0.901; C 0.262; C -0.682; C 0.412; C -0.602; H 0.316; H -0.157; H 0.249; H 0.130; H -0.291; H 0.899; H 0.463; H 0.402; H 0.416; H 0.455; H 0.221; H 0.477; H 0.351; H 0.065; H -0.564; H 0.333; H 0.303; H 0.241; H -0.031; H 0.457; H -1.103; H 0.670; H 0.306; H 0.226; H 0.343; H 0.487; H -0.035; H 0.326; H 0.483; H 0.470; H 0.400; H 0.424; H 0.379; H 0.470; H 0.513; H 0.370; H 0.330; H 0.328; H 0.474; H 0.301


Molecular formula: C21H22N4O8S3
Method: DFT, ωB97M-V/def2-TZVPD

Values from the calculation:
* total charge: 0
* electronic energy: -2828.96756 hartree
* SMILES string: COC(=O)Cn1/c(=N/C(=O)c2ccc(S(=O)(=O)N3CCOCC3)cc2)sc2cc(S(N)(=O)=O)ccc21
* highest occupied orbital energy: -8.9108 eV

Geometry as XYZ:
```
58
Properties=species:S:1:pos:R:3:forces:R:3
S -0.2897 -0.6115 -1.7985 -0.2 -0.2 0.1
S -3.3865 3.4847 0.1487 -0.1 0.1 -0.4
S 4.2036 1.0292 1.1269 0.0 0.4 -0.1
O 0.9597 2.7247 -0.8325 -0.1 0.2 -0.1
O 5.5045 1.1320 0.5365 -0.1 -0.1 -0.3
O 1.6634 -4.3306 -2.2354 0.2 0.0 -0.1
O -1.4470 -2.7722 1.7818 0.1 0.0 0.1
O -2.9575 -4.4311 1.8697 -0.3 -0.2 -0.3
O -4.7134 3.6862 0.6503 -0.1 -0.2 -0.3
O -2.2634 3.8844 0.9460 0.2 0.0 -0.3
O 4.0721 0.9667 2.5511 -0.3 -0.1 0.0
N -0.1756 -3.3158 -1.3830 -0.6 -0.7 0.2
N 3.3542 2.3653 0.6279 0.6 -0.8 0.4
N -2.0913 -2.1767 -0.7873 -0.3 -0.3 0.0
N -3.2560 4.2233 -1.3505 0.0 -0.4 0.7
C 2.1177 2.2409 -1.4808 0.3 0.0 -0.1
C 2.1355 2.7493 1.3006 -0.6 -0.1 0.2
C -1.7241 0.0891 -1.0934 -0.1 0.0 0.0
C 1.9955 -2.4575 -0.7897 0.5 0.0 0.0
C -3.1565 1.7667 -0.2627 -0.2 0.5 0.2
C 3.3877 -0.4041 0.4100 0.4 0.4 0.3
C -2.6439 -4.6683 3.2412 0.2 0.1 0.4
C 2.3047 -0.9602 1.0642 -0.1 -0.1 0.1
C 3.3878 2.7192 -0.7696 -0.2 -0.1 -0.6
C 1.5994 -1.9866 0.4613 0.2 0.0 0.0
C -2.2746 -3.4715 1.2642 0.0 0.2 -0.3
C -2.6702 -3.3598 -0.2091 0.0 -0.1 0.2
C -4.0391 0.8100 0.2051 -0.1 0.2 0.0
C -1.9967 1.4321 -0.9323 0.1 -0.4 0.0
C 3.8264 -0.9002 -0.8031 0.2 0.1 -0.1
C -3.7662 -0.5381 0.0354 0.2 -0.2 -0.1
C 1.1794 -3.4597 -1.5577 0.1 0.3 0.1
C 3.1345 -1.9396 -1.4005 -0.2 -0.1 0.1
C -2.5847 -0.9028 -0.5979 -0.2 0.7 0.0
C -0.8211 -2.2325 -1.2732 0.7 0.5 -0.6
C 0.8967 2.3020 0.5181 0.1 0.0 0.4
H -3.7557 -3.3537 -0.3146 0.1 0.0 0.0
H -4.4433 -1.2828 0.4212 -0.1 -0.1 0.1
H 2.1589 2.3044 2.2943 -0.2 0.2 0.1
H 3.4565 3.8105 -0.8465 0.1 -0.1 0.0
H -0.0062 2.7575 0.9317 0.1 -0.1 0.1
H 2.1287 3.8410 1.3951 0.0 -0.1 0.0
H 2.0944 1.1404 -1.5105 0.0 0.1 0.0
H -2.4574 4.8346 -1.4042 0.2 0.1 0.1
H -2.7063 -3.7389 3.8095 0.0 -0.1 0.0
H 4.2824 2.2720 -1.2007 0.0 0.1 -0.2
H 0.8080 1.2049 0.5517 0.0 0.1 0.0
H -2.2595 -4.2266 -0.7367 -0.1 0.1 0.1
H -3.3750 -5.3888 3.5971 0.0 0.0 0.0
H 4.7027 -0.4665 -1.2583 0.1 0.0 -0.1
H -1.6342 -5.0720 3.3301 -0.1 0.0 0.0
H 3.4479 -2.3439 -2.3510 0.0 0.0 -0.1
H 2.0756 2.6287 -2.5001 0.1 -0.1 0.0
H -4.9269 1.1396 0.7198 -0.1 0.0 0.1
H -1.3141 2.1916 -1.2740 0.2 0.1 -0.1
H 2.0265 -0.5824 2.0356 -0.1 0.0 0.1
H 0.7411 -2.4115 0.9611 -0.1 0.0 0.0
H -4.1059 4.6935 -1.6148 -0.3 0.0 0.0
```
Forces are in eV/Å.

The molecule's natural (NBO) atomic charges, reported in e, are given here: S 0.358; S 2.308; S 2.336; O -0.546; O -0.937; O -0.539; O -0.598; O -0.495; O -0.935; O -0.941; O -0.936; N -0.595; N -0.678; N -0.397; N -1.078; C -0.089; C -0.257; C -0.225; C -0.148; C -0.355; C -0.322; C -0.264; C -0.215; C -0.259; C -0.136; C 0.793; C -0.330; C -0.173; C -0.124; C -0.207; C -0.238; C 0.653; C -0.168; C 0.175; C 0.383; C -0.104; H 0.239; H 0.224; H 0.244; H 0.206; H 0.225; H 0.205; H 0.173; H 0.408; H 0.201; H 0.237; H 0.167; H 0.281; H 0.203; H 0.245; H 0.198; H 0.238; H 0.198; H 0.249; H 0.252; H 0.242; H 0.238; H 0.409


Molecular formula: C3H9ClOP2
Method: DFT, ωB97M-V/def2-TZVPD

Values from the calculation:
* total charge: 0
* electronic energy: -1337.74167 hartree
* highest occupied orbital energy (alpha / beta): -7.1046 / -8.1041 eV
* energy above the lowest of the compared OMol25 structures with the same formula, charge and spin: 33.6 kcal per mole

Geometry as XYZ:
```
16
Properties=species:S:1:pos:R:3:forces:R:3
Cl -2.6274 -1.6294 -0.3104 -0.3 -0.6 -0.1
P -1.3749 0.9444 -0.8618 0.5 0.5 -0.2
P 1.1774 -1.1668 -0.1867 0.3 -0.6 -0.2
O -1.8712 0.6697 0.6983 0.3 0.5 -0.1
C -2.4304 -0.5325 1.0683 -0.3 -0.4 0.5
C 2.8925 -1.8668 -0.6261 -0.9 0.5 0.1
C -0.5829 2.5659 -0.4586 -0.1 -0.3 -0.1
H 3.6871 -1.2984 -0.1550 0.1 0.0 0.0
H -1.7772 -1.0302 1.7888 -0.1 0.0 -0.1
H 2.9076 -2.8966 -0.2731 0.1 -0.1 0.0
H -1.0591 3.3597 -1.0298 -0.1 0.1 0.0
H -0.6741 2.7654 0.6056 0.0 0.1 0.0
H 3.0245 -1.8733 -1.7050 0.1 0.0 -0.1
H -3.4237 -0.3592 1.4977 0.2 -0.1 -0.1
H 0.4674 2.5347 -0.7419 0.1 0.0 0.0
H 1.6644 -0.1868 0.6896 0.0 0.3 0.2
```
Forces are in eV/Å.

The molecule's natural (NBO) atomic charges, reported in e, are given here: Cl -0.054; P 0.849; P 0.277; O -0.793; C -0.045; C -0.938; C -1.008; H 0.225; H 0.195; H 0.231; H 0.233; H 0.245; H 0.230; H 0.193; H 0.236; H -0.075